(1)
{
  "formula": "C3H7N3O2",
  "method": "ωB97M-V with the def2-TZVPD basis set",
  "species": ["O", "N", "N", "H", "C", "H", "O", "H", "H", "H", "H", "H", "C", "C", "N"],
  "xyz": [[1.14750, -1.59283, -0.91410], [1.01515, 0.72276, 0.22197], [-1.13036, 0.41704, -0.61379], [-1.98017, 0.94031, -0.89217], [-1.34404, -0.90780, -0.96450], [1.81906, 1.42909, 2.07705], [1.92733, 0.57387, 1.31164], [1.17045, -0.02466, -0.27530], [-1.92076, 1.49675, 1.53205], [-1.87172, -0.88799, -2.13789], [-2.50495, -1.41263, -0.24388], [-0.47724, -2.83118, -0.50019], [-0.52459, 0.86514, 0.41772], [-0.10163, -1.76313, -0.85208], [-0.88647, 1.75687, 1.19942]],
  "de_lowest_kcal_mol": 202.34,
  "e_tot_ev": -11782.53894,
  "lumo_energy_ev": -0.38,
  "gap_ev": 7.9
}

(2)
{
  "formula": "C41H70N5O7",
  "method": "ωB97M-V with the def2-TZVPD basis set",
  "species": ["C", "H", "N", "O", "H", "H", "H", "C", "C", "H", "H", "C", "H", "H", "O", "H", "H", "O", "H", "H", "H", "H", "C", "H", "H", "C", "H", "C", "H", "H", "H", "H", "H", "H", "H", "C", "H", "H", "C", "N", "H", "O", "H", "O", "C", "C", "C", "N", "H", "H", "H", "H", "H", "H", "C", "C", "C", "H", "H", "H", "H", "H", "O", "H", "H", "C", "C", "H", "H", "C", "C", "H", "C", "H", "C", "H", "H", "H", "C", "C", "N", "H", "C", "H", "H", "H", "C", "C", "H", "H", "H", "C", "C", "C", "C", "H", "H", "N", "C", "H", "C", "H", "C", "H", "C", "C", "H", "C", "H", "C", "H", "H", "H", "H", "O", "C", "H", "C", "H", "C", "H", "C", "H"],
  "xyz": [[2.75988, -1.43735, -1.06463], [8.31570, -5.05039, 0.20152], [1.95326, -1.02077, -3.69927], [1.65087, 1.78316, 1.26267], [-4.41589, -1.88127, 5.62122], [0.04417, -2.33107, -4.50427], [0.83015, 5.64171, -0.32582], [-3.55591, -3.44860, -0.27113], [0.47846, -2.92472, -3.69429], [-2.11616, 3.03653, -1.47816], [5.10067, -0.09502, 2.62920], [0.52471, -0.65982, 2.77165], [-2.36529, -0.12436, -6.96539], [-3.29858, -0.49786, 5.70449], [-4.31648, 1.78792, 4.57187], [6.14814, -3.52991, -2.40280], [-0.28642, 2.92857, 1.78295], [4.25689, -4.13799, -0.50558], [-1.59173, 2.20971, 2.77103], [3.20064, 0.50233, -3.60434], [7.17531, -6.40804, 0.25678], [-2.95465, 1.42260, -1.80865], [-2.91669, 1.25953, 0.32905], [-0.67572, 5.46211, 0.68123], [-3.69393, 2.85837, 2.33547], [-4.08192, -1.19731, -0.12125], [7.80379, -3.47766, -1.75302], [-0.30913, 3.82807, -0.70070], [-2.34140, 4.41236, -0.46387], [0.83207, 4.50962, 1.02215], [0.12592, -0.71876, 1.75882], [3.12596, -2.62421, 0.70758], [-1.09325, 0.90790, -5.53188], [-7.20924, 0.25071, 6.43569], [4.82315, 1.66170, 0.21327], [-3.34566, 3.40563, 1.45383], [0.74788, 4.52164, -2.54348], [-4.30749, 1.30191, -3.70664], [4.81977, 1.57076, 1.30941], [-3.13081, 1.06995, -5.42113], [-3.91247, -0.66379, -6.28246], [-4.59632, -2.47522, -0.35115], [7.97187, -5.98641, -1.27094], [-1.11728, -3.79203, -0.50166], [-4.29723, 1.62333, -4.74892], [0.95362, 0.48717, 3.27340], [-2.23246, 2.59718, 0.68679], [-5.32095, 0.00260, 5.56007], [-3.11469, 0.72015, 2.41590], [-4.17924, 3.58064, 0.76649], [3.71235, 2.40507, 2.99677], [2.02040, -3.88124, -0.24160], [-6.91678, -1.33647, 5.69838], [1.31253, 0.51490, 4.29898], [-3.84844, -0.79323, 1.17845], [1.87016, -2.31815, -1.67142], [0.67640, 2.63761, -0.79007], [0.53242, -1.57757, 3.35444], [1.05501, 2.35688, 0.20455], [-6.14430, -0.91521, 7.24488], [2.42705, -1.05401, 0.95444], [-0.94171, 3.99722, -2.83747], [-1.68769, 2.09253, -3.99296], [1.04834, -4.27032, -1.72047], [1.55505, 2.98793, -1.34702], [-3.27995, 0.43168, 1.38131], [-1.15650, 2.27228, 1.76944], [2.86122, 2.98037, 0.10513], [-4.25003, 2.71246, -4.77218], [6.74910, -3.50023, -1.49250], [-5.25017, 1.29082, 5.17403], [-3.70813, -4.25071, -1.00186], [-0.26404, 4.49797, -2.12717], [2.14345, 3.82072, 1.44813], [3.23029, -0.38308, -1.83318], [3.42757, 0.20522, 2.24721], [-0.60254, 5.53301, -1.99013], [6.49044, -2.59769, -0.93668], [-3.32402, 0.20896, -6.57269], [1.30235, -3.51915, -0.97283], [2.81218, -0.26906, -3.06814], [5.16031, -1.74972, 1.16130], [2.59088, 2.86270, 1.16125], [-6.13824, 1.87797, 5.45966], [5.09359, -5.78493, 0.34512], [4.40438, 3.62933, 1.96516], [0.99763, 1.75803, 2.46758], [-4.21238, -0.88064, 5.24726], [-3.85637, 0.75556, -7.35296], [-3.94641, -0.74327, -2.21813], [0.18162, -3.01885, 0.88595], [-6.46581, -0.52732, 6.27630], [0.04169, -3.03895, -0.20579], [4.42299, 0.15495, 1.80358], [1.48995, -2.02442, -3.01050], [-2.07320, -2.16080, -1.24362], [-3.64079, -3.94333, 0.71091], [6.46080, -4.67095, -0.68058], [3.90623, 2.65153, 1.94307], [-0.77234, 1.25894, 1.57052], [7.54249, -5.58496, -0.35207], [5.11898, -0.58701, -0.13216], [-3.20038, 0.81467, -0.94097], [-0.33487, -3.08013, -2.97591], [3.18718, -1.59571, 0.36442], [0.19731, 4.96582, 0.25313], [5.83526, 1.83727, 1.62823], [-3.77881, -0.42184, -1.19589], [-5.20569, 1.28717, -5.24209], [4.54582, -0.95099, 0.72789], [0.91225, -3.86018, -4.04821], [-2.89599, 4.33052, 1.83620], [-4.11299, -1.48036, 1.97612], [-4.06722, -0.91628, 4.16675], [0.44142, 2.73695, 2.91429], [-1.79907, 3.45713, -0.51907], [-1.94432, -2.27131, 0.55179], [5.20696, -4.87282, -0.26006], [3.94394, 0.32488, -1.43094], [-1.90832, 1.37560, -4.95319], [-0.13164, -1.98626, -0.49393], [-2.17456, -2.81896, -0.36993], [0.25991, 1.75019, -1.27928]],
  "e_tot_ev": -65422.16166,
  "lumo_energy_ev": -3.54,
  "gap_ev": 6.4,
  "charge": 1
}

(3)
{
  "formula": "C21H35N3O4",
  "method": "ωB97M-V with the def2-TZVPD basis set",
  "species": ["H", "H", "H", "H", "H", "H", "H", "H", "C", "O", "H", "H", "C", "H", "H", "C", "H", "H", "H", "H", "C", "C", "N", "C", "H", "H", "C", "H", "C", "C", "C", "H", "N", "C", "H", "H", "C", "H", "C", "C", "C", "H", "H", "C", "H", "H", "H", "H", "H", "H", "H", "C", "H", "C", "C", "O", "O", "H", "O", "C", "N", "H", "C"],
  "xyz": [[1.74330, -1.19433, 4.20862], [4.53950, -3.97927, 6.36317], [-1.78232, 1.04955, -5.44968], [-1.97334, 0.55295, -3.75966], [-3.96212, 5.81257, -3.74020], [5.00355, -3.47828, 4.72733], [0.14310, -2.52527, 3.74293], [-0.64374, 3.15822, -4.67426], [3.29290, -1.86357, 2.96150], [-3.66014, 8.00181, -2.59233], [0.03785, -1.13065, -0.33799], [1.42955, -0.40790, 1.59637], [2.57684, -3.61281, 1.27123], [-4.00043, 5.47667, -0.73614], [-3.73445, 7.83550, -0.60936], [0.73764, -1.81855, 0.11053], [0.58473, 0.75993, -3.52309], [4.18225, -2.48890, 2.99939], [-2.57637, 3.82744, -1.87988], [-1.83211, 4.97048, -3.00518], [-5.25869, 4.36598, -2.83552], [-2.69179, 4.30767, -2.85753], [3.38956, -1.38556, 5.40088], [2.44969, -2.30522, 1.78074], [1.03433, -1.41177, -4.59366], [-0.38619, -2.80161, -1.84224], [4.44343, -1.87152, 6.06419], [3.27274, -4.30702, 1.72509], [0.07110, 0.51902, -4.45958], [-1.27886, 2.57859, -3.99590], [-2.67366, 3.21603, -3.93678], [-3.42070, 2.45520, -3.68889], [-3.92461, 5.96502, -1.62283], [0.87957, -3.12255, -0.41289], [3.12929, -0.47452, 5.74203], [1.89138, -5.01645, -0.23126], [-1.33958, 1.11845, -4.45089], [-0.54577, -1.44627, -3.78420], [1.83851, -3.26785, 4.54558], [1.79617, -4.01961, 0.17255], [5.06302, -3.22526, 5.77910], [0.35342, -5.43736, 4.17536], [-5.25830, 3.64766, -2.00946], [-0.27108, -4.54470, 4.26021], [-6.11642, 5.03552, -2.71607], [-5.38493, 3.82106, -3.77593], [-1.00778, -4.55716, 3.45565], [0.65101, 0.95299, -5.28060], [3.62762, -0.84020, 2.78509], [-2.92855, 3.63577, -4.91556], [-0.81828, 2.60924, -3.00266], [-3.76563, 7.33705, -1.57338], [-0.78307, -4.56733, 5.22343], [-3.95994, 5.17361, -2.84770], [1.52369, -1.41252, 1.20671], [2.42979, -4.24394, 4.99121], [4.94580, -1.17467, 6.93227], [6.10774, -3.20406, 6.08364], [0.13772, -3.51604, -1.48018], [2.55183, -1.91791, 4.30766], [0.55435, -3.34069, 4.16730], [-0.45522, -1.27393, -5.55222], [0.02111, -0.99870, -4.60605]],
  "de_lowest_kcal_mol": 0.00,
  "e_tot_ev": -35006.37953,
  "lumo_energy_ev": 0.21,
  "gap_ev": 9.0,
  "smiles": "CNC(=O)[C@H](Cc1ccc(O)cc1)NC(C)=O.CCCCCC[C@@H](C)NC=O"
}

(4)
{
  "formula": "ClH5HfOP2",
  "method": "ωB97M-V with the def2-TZVPD basis set",
  "species": ["Hf", "H", "H", "H", "Cl", "H", "P", "O", "H", "P"],
  "xyz": [[1.13700, -1.27935, 1.06937], [-0.51444, 2.28297, -0.21500], [1.59145, 0.77522, -0.37198], [1.05493, 2.02289, 1.18590], [-2.62881, -0.46849, -0.60749], [0.24697, -2.46869, -1.25898], [-0.82615, -0.47373, -1.11732], [-0.12524, -1.99499, -0.45897], [-0.24732, 0.40393, 1.49656], [0.31161, 1.20024, 0.27790]],
  "e_tot_ev": -34471.85143,
  "lumo_energy_ev": -21.81,
  "gap_ev": 6.1,
  "charge": 4
}

(5)
{
  "formula": "C5H20NO7",
  "method": "ωB97M-V with the def2-TZVPD basis set",
  "species": ["O", "H", "C", "H", "H", "H", "O", "H", "H", "O", "H", "O", "H", "H", "H", "O", "C", "H", "H", "C", "H", "H", "H", "H", "O", "O", "H", "H", "H", "N", "C", "H", "C"],
  "xyz": [[0.35063, -3.47571, -1.45443], [-0.10106, 2.49843, -0.09512], [-1.40366, -1.31957, -0.39432], [0.74692, 0.08433, 2.36517], [0.18034, -0.99111, -1.84432], [-0.11206, 3.65506, 1.53759], [0.05100, -0.55699, 2.76294], [-2.21705, -1.24582, -1.13282], [1.48224, -2.11228, 3.72925], [0.47490, 0.89741, -3.94777], [-1.33469, -2.31073, 0.00191], [-1.04288, 3.90280, 1.70920], [1.08651, 1.07941, -1.11487], [1.45499, -3.69107, 0.23150], [-1.77475, -0.53376, 0.31584], [-0.99180, 3.21272, -2.57256], [0.94621, -3.03817, -0.49288], [2.00522, -1.14283, -0.65003], [-1.11427, 2.25000, -2.59247], [1.13143, -1.64000, -0.15734], [-1.10411, 3.35911, -1.62460], [-0.80688, -0.46301, 2.35426], [1.13182, -1.29492, 0.88813], [-1.22194, 1.37811, 0.85751], [1.06305, -2.88150, 3.35171], [0.72484, 1.44967, 1.38156], [0.27711, -2.69785, 2.84379], [-1.30311, 3.38717, 2.47263], [1.26395, 0.76554, -3.41415], [0.19241, 0.70217, -0.81750], [-0.01588, -0.71076, -0.80509], [0.18750, -0.01181, -4.06885], [-0.20693, 1.49596, 0.37612]],
  "de_lowest_kcal_mol": 123.38,
  "e_tot_ev": -21330.93675,
  "lumo_energy_ev": 3.03,
  "gap_ev": 7.0,
  "charge": -1
}

(6)
{
  "formula": "C23H44Br5Cl3FN2NaO19S",
  "method": "ωB97M-V with the def2-TZVPD basis set",
  "species": ["H", "C", "C", "Na", "O", "H", "H", "O", "H", "Br", "H", "H", "H", "C", "C", "O", "H", "O", "O", "C", "H", "H", "F", "Br", "C", "H", "C", "H", "O", "N", "O", "H", "H", "H", "H", "Cl", "O", "H", "C", "H", "C", "H", "Cl", "O", "H", "O", "H", "H", "H", "H", "O", "Cl", "C", "Br", "H", "C", "H", "H", "O", "H", "C", "H", "C", "H", "H", "H", "O", "S", "H", "H", "H", "H", "H", "C", "C", "O", "H", "C", "H", "H", "C", "Br", "C", "C", "H", "O", "C", "N", "H", "C", "Br", "O", "O", "C", "O", "H", "H", "O", "C"],
  "xyz": [[6.53729, 2.82025, -1.45587], [-1.20050, 1.01000, 0.01552], [-0.65222, -6.35974, 6.38299], [5.80133, 5.06189, -5.92279], [-3.74151, -5.93657, 3.76133], [-0.31155, 4.90222, -1.12556], [-0.14158, -2.31073, -4.79783], [-2.67396, -3.72104, -2.39103], [7.34422, 3.84490, 1.60594], [7.88649, -0.33481, -3.94605], [4.25344, 2.80829, -2.54252], [-3.96286, -0.19143, 1.37695], [-4.88835, 2.33946, 0.42771], [-1.85485, -7.23976, 6.46135], [-1.06831, -0.19187, 1.01370], [7.76440, 2.98055, 1.43809], [-2.77815, -2.88614, -1.92341], [4.27069, 4.99181, -1.46275], [-1.86498, -8.16493, 7.43501], [5.77327, 3.98434, -3.14772], [-6.49141, -4.29255, 2.41504], [10.33816, -0.63251, -4.13191], [-3.30731, -1.24528, -0.98051], [10.27888, 1.82663, -3.83118], [-2.87167, -7.11279, 5.60513], [-0.60337, 5.60350, -2.73410], [4.95526, 4.73227, -0.23929], [4.28797, 4.97200, 0.58629], [-8.60639, 3.61954, -1.19319], [4.77925, 2.93846, -3.40517], [-5.64800, -1.93937, -0.41081], [5.87741, 5.99840, -2.28051], [-6.57569, 1.24315, 1.23067], [-2.43633, -4.42938, 2.98709], [-7.92432, -3.38717, 4.15908], [-2.34816, 4.17683, -2.05086], [-8.23315, 1.30331, -0.87371], [0.28278, -4.73919, 5.25851], [-4.05172, 1.61439, 0.34967], [-3.14367, 3.08476, 1.65670], [-0.66700, 4.70260, -2.13196], [3.91536, 0.45884, -3.33086], [0.34277, 3.44547, -2.85812], [1.26528, -2.30313, -3.26436], [-0.17482, 1.21577, -0.36535], [3.27548, -1.51330, -3.23976], [-2.81478, 1.43013, 2.19162], [-3.74883, -7.74293, 5.65354], [6.21782, 4.27892, -4.11441], [-2.01627, -0.76897, 1.09232], [-6.63166, 2.86446, -0.14099], [-7.61465, 2.57616, -1.17835], [-2.87199, 2.07713, 1.27437], [-6.32100, -2.26066, 5.66104], [-5.60418, 0.51816, 2.64101], [-5.91826, 0.41928, 1.57690], [-0.62669, -3.06605, -3.27351], [-0.78958, 0.22796, 2.00423], [0.23972, -6.50016, 7.19478], [-0.55478, -1.29950, -3.37735], [6.89919, 3.40040, -2.30270], [-6.52002, -0.51552, 1.53760], [7.15279, 2.40157, 2.54582], [5.86054, 5.33594, -0.14150], [5.17639, -0.76847, -3.21164], [5.19687, 3.67198, -0.16529], [-1.59283, -4.32359, 3.46604], [-4.83400, -0.72297, -0.65263], [4.33034, -0.54868, -4.74962], [4.48424, 5.70583, -3.31651], [-0.28282, -0.90701, 0.69552], [4.08182, 3.29003, -4.06013], [7.55801, 4.18458, -1.92439], [-6.99588, -2.86426, 3.93617], [-0.60100, -5.35943, 5.31609], [6.40953, 3.22394, 3.16121], [7.50450, 2.72218, -2.90698], [2.04858, -1.32867, -3.72904], [-1.02368, -8.04866, 7.91136], [-5.59455, -4.53283, 3.92602], [-6.01975, -3.78967, 3.25833], [9.83233, 0.05390, -6.46085], [-1.61601, -5.23492, 4.45812], [9.67438, 0.12439, -4.53253], [-1.78771, 0.72805, -0.89384], [-1.64349, 2.22313, 0.61101], [-2.83050, -6.09781, 4.55410], [-4.66074, 0.27867, 0.77151], [-2.65832, -4.38240, -1.69277], [5.12230, 5.24651, -2.54537], [-4.52147, -2.80613, 2.48898], [-6.94263, 2.50616, -2.45289], [1.70835, -0.43698, -4.46033], [-0.08946, -2.22763, -3.71261], [7.39556, 1.20749, 2.76887], [-7.21758, -1.97348, 3.35491], [-3.74647, 1.61677, -0.71631], [-5.42617, -0.02530, -1.80361], [4.21665, -0.52895, -3.66492]],
  "e_tot_ev": -472180.85115,
  "lumo_energy_ev": -3.51,
  "gap_ev": 2.7
}